The following is a DFT calculation (ωB97M-V with the def2-TZVPD basis set) of a molecular structure, C37H39CsN10O6S.

Each line ends with the Löwdin charge.
Geometry (Å):
Cs: 0.858 -1.358 0.408  1.1418
O: -2.072 -4.496 2.959  0.0239
C: -1.657 -3.668 2.154  -0.4675
N: -1.104 -2.460 2.378  0.0472
C: -1.365 -1.757 3.491  -0.4817
O: -2.392 -1.736 4.172  0.0066
C: -0.259 -0.785 3.974  -0.1941
C: -0.353 -0.296 5.280  -0.0083
C: 0.643 0.538 5.756  -0.0795
C: 1.702 0.888 4.929  -0.0865
C: 1.717 0.366 3.644  -0.1642
N: 0.773 -0.456 3.212  -0.0068
C: -1.681 -4.130 0.672  -0.1876
C: -2.298 -5.346 0.376  -0.0128
C: -2.331 -5.772 -0.939  -0.0757
C: -1.725 -5.007 -1.927  -0.0673
C: -1.108 -3.825 -1.548  -0.1550
N: -1.138 -3.400 -0.290  -0.0084
H: -1.203 -0.585 5.881  0.1094
H: 0.595 0.918 6.770  0.0975
H: 2.492 1.545 5.271  0.0954
H: 2.513 0.600 2.942  0.1078
H: -2.732 -5.917 1.184  0.1070
H: -2.821 -6.703 -1.199  0.0973
H: -1.721 -5.325 -2.961  0.0965
H: -0.589 -3.194 -2.264  0.1082
C: 4.443 0.248 -3.264  -0.0452
C: 3.232 0.326 -2.376  -0.2962
N: 3.056 -0.383 -1.333  -0.0523
N: 4.071 -1.217 -0.911  0.0175
C: 3.676 -2.451 -0.668  -0.6122
O: 2.583 -3.014 -0.930  -0.2603
C: 4.738 -3.275 0.046  -0.1371
C: 4.361 -4.487 0.613  -0.0318
C: 5.282 -5.263 1.307  -0.1009
C: 6.598 -4.842 1.427  -0.1254
C: 6.985 -3.637 0.852  -0.1103
C: 6.063 -2.858 0.171  -0.0473
C: 2.149 1.298 -2.696  -0.2318
C: 2.258 2.176 -3.772  -0.0332
C: 1.244 3.091 -4.017  -0.0589
C: 0.140 3.110 -3.185  -0.0398
C: 0.106 2.178 -2.154  -0.1488
N: 1.068 1.300 -1.900  0.1095
H: 5.116 -0.512 -2.875  0.0567
H: 4.965 1.208 -3.303  0.0739
H: 4.154 -0.014 -4.284  0.0780
H: 3.331 -4.795 0.489  0.1095
H: 4.967 -6.199 1.755  0.0918
H: 7.319 -5.446 1.966  0.0857
H: 8.013 -3.301 0.940  0.0881
H: 6.342 -1.909 -0.268  0.0966
H: 3.132 2.147 -4.410  0.0928
H: 1.303 3.780 -4.850  0.1078
H: -0.667 3.810 -3.360  0.0970
H: -0.752 2.138 -1.490  0.0880
C: -0.502 3.820 3.462  -0.0713
N: -0.798 3.246 2.160  -0.1696
C: 0.362 3.181 1.287  -0.0572
C: -1.673 2.168 2.090  -0.4499
N: -1.416 1.177 1.322  0.1706
N: -2.822 2.329 2.880  -0.1765
C: -3.540 3.585 2.718  -0.0777
C: -3.719 1.192 2.964  -0.0691
H: 0.344 3.310 3.936  0.0748
H: -1.360 3.735 4.123  0.0754
H: -0.246 4.876 3.342  0.0836
H: 0.838 4.163 1.279  0.0875
H: 0.054 2.922 0.280  0.0495
H: 1.089 2.431 1.617  0.0800
H: -2.216 0.549 1.299  0.0299
H: -2.845 4.407 2.575  0.0740
H: -4.143 3.776 3.609  0.0823
H: -4.212 3.554 1.849  0.0913
H: -4.261 1.009 2.023  0.0914
H: -4.461 1.402 3.736  0.0873
H: -3.186 0.289 3.255  0.0675
N: -2.810 -0.628 -1.921  0.1108
C: -2.953 0.494 -2.746  -0.3439
C: -2.562 0.434 -4.083  -0.0421
C: -2.760 1.519 -4.926  -0.0680
C: -3.354 2.678 -4.454  -0.2916
C: -3.753 2.741 -3.127  -0.0700
C: -3.558 1.661 -2.278  -0.0517
S: -3.506 4.127 -5.497  0.3955
O: -4.862 4.616 -5.289  -0.3825
O: -3.235 3.657 -6.850  -0.3859
O: -2.475 5.027 -4.970  -0.3905
H: -2.813 -0.446 -0.929  0.0672
H: -2.031 -1.221 -2.162  0.0563
H: -2.097 -0.470 -4.461  0.1045
H: -2.449 1.478 -5.961  0.1042
H: -4.219 3.646 -2.758  0.1120
H: -3.868 1.722 -1.240  0.0978

Results
- Relative energy (zero: lowest compared OMol25 entry of this formula, charge and spin): 92.1 kJ/mol
- Multiplicity: 1
- E_HOMO: -3.2 eV
- Net charge: -2
- Orbital gap: 0.2417 hartree